(1)
{"formula": "C16H27N3OS", "method": "ωB97M-V/def2-TZVPD", "homo_ha": -0.29751, "relative_energy_kj_mol": 251.2, "total_energy_ha": -1263.50316, "smiles": "CCCCNC(=S)NNC(=O)[C@]12C[C@H]3C[C@H](C[C@H](C3)C1)C2", "gap_ev": 8.6, "multiplicity": 1, "total_charge": 0, "species": ["C", "C", "C", "C", "N", "C", "S", "N", "N", "C", "O", "C", "C", "C", "C", "C", "C", "C", "C", "C", "C", "H", "H", "H", "H", "H", "H", "H", "H", "H", "H", "H", "H", "H", "H", "H", "H", "H", "H", "H", "H", "H", "H", "H", "H", "H", "H", "H"], "positions_angstrom": [[-3.126, -4.486, 1.374], [-2.342, -3.220, 1.768], [-0.891, -3.274, 1.311], [-0.622, -3.438, -0.129], [-1.152, -2.478, -1.120], [-0.895, -2.535, -2.478], [-0.360, -3.875, -3.208], [-0.743, -1.362, -3.173], [-0.081, -0.312, -2.489], [-0.643, 0.569, -1.563], [-1.828, 0.426, -1.468], [0.240, 1.553, -0.774], [1.460, 2.069, -1.559], [2.442, 2.785, -0.511], [1.676, 4.079, -0.090], [0.327, 3.618, 0.673], [0.711, 2.690, 1.881], [1.507, 1.550, 1.460], [2.797, 2.100, 0.839], [0.660, 0.766, 0.473], [-0.539, 2.800, -0.237], [-2.819, -5.293, 2.096], [-4.154, -4.269, 1.560], [-3.152, -4.806, 0.342], [-2.710, -2.279, 1.331], [-2.233, -3.156, 2.844], [-0.380, -4.136, 1.730], [-0.344, -2.433, 1.740], [0.448, -3.394, -0.118], [-0.870, -4.492, -0.337], [-1.342, -1.520, -0.801], [-0.648, -1.435, -4.191], [0.929, -0.573, -2.294], [1.109, 2.750, -2.294], [2.013, 1.219, -1.996], [3.315, 2.995, -1.000], [2.321, 4.706, 0.505], [1.606, 4.640, -1.070], [-0.138, 4.543, 1.076], [1.213, 3.297, 2.624], [-0.180, 2.372, 2.354], [1.772, 1.023, 2.405], [3.464, 1.235, 0.663], [3.324, 2.778, 1.628], [1.328, -0.068, 0.063], [-0.206, 0.181, 0.910], [-1.462, 2.642, 0.254], [-0.803, 3.447, -1.004]]}

---

(2)
{"formula": "C4H5LiO", "method": "ωB97M-V/def2-TZVPD", "homo_ha": [-0.44394, -0.44423], "relative_energy_kj_mol": 14.8, "total_energy_ha": -237.78510, "s_squared": 0.753, "gap_ev": [7.2, 7.0], "multiplicity": 2, "total_charge": 1, "species": ["H", "C", "C", "C", "H", "H", "H", "C", "O", "Li", "H"], "positions_angstrom": [[-3.411, 0.312, -0.045], [-1.526, -0.378, 1.089], [-2.415, -0.046, 0.196], [-1.159, -0.658, -0.344], [-1.287, -0.550, 2.133], [-1.140, -1.691, -0.721], [-0.316, -0.002, -0.739], [2.142, 0.938, -0.865], [3.052, 0.582, -0.187], [4.065, 0.846, 1.417], [1.994, 0.646, -1.933]]}

---

(3)
{"formula": "C3H10F2NSi", "method": "ωB97M-V/def2-TZVPD", "homo_ha": -0.53271, "relative_energy_kj_mol": 41.6, "total_energy_ha": -664.07158, "gap_ev": 11.3, "multiplicity": 1, "total_charge": 1, "species": ["C", "C", "C", "N", "F", "F", "Si", "H", "H", "H", "H", "H", "H", "H", "H", "H", "H"], "positions_angstrom": [[-0.265, 1.363, -0.116], [-1.183, -0.709, 0.787], [0.909, -0.848, -0.403], [0.048, 0.035, 0.458], [2.674, 1.114, 0.823], [4.005, -1.084, 0.131], [3.073, 0.091, -0.357], [-0.983, 1.128, -0.843], [-0.681, 2.170, 0.494], [0.788, 1.754, -0.362], [-1.947, -0.003, 0.928], [-1.341, -1.326, -0.212], [-1.115, -1.301, 1.655], [0.932, -1.968, -0.031], [0.579, -0.865, -1.530], [0.597, 0.191, 1.296], [3.047, 0.932, -1.546]]}

---

(4)
{"formula": "CHNO4S2", "method": "ωB97M-V/def2-TZVPD", "homo_ha": -0.42598, "relative_energy_kj_mol": 32.6, "total_energy_ha": -1190.69932, "gap_ev": 10.4, "multiplicity": 1, "total_charge": 0, "species": ["C", "N", "O", "O", "O", "O", "S", "S", "H"], "positions_angstrom": [[-0.551, -1.435, 0.073], [-0.829, -2.510, 0.208], [2.121, -0.679, -0.245], [2.055, 1.752, -0.460], [-1.918, 0.550, -0.719], [-0.099, 0.784, 1.115], [-0.336, 0.330, -0.259], [2.288, 0.611, 0.380], [-2.732, 0.596, -0.094]]}

---

- Which of these has the highest multiplicity?
  C4H5LiO